# 1
This record from OMol25 describes 2 unconnected molecules or ions with the total composition C17H19NO in a non-equilibrium geometry. The level of theory is ωB97M-V with the def2-TZVPD basis set.

```
! RIJCOSX wB97M-V def2-TZVPD def2/J DEFGRID3
* xyz 0 1
O 4.23 -0.60 0.42
N 0.36 -2.31 0.23
C -0.54 -1.74 -0.68
C -1.61 -1.94 1.35
C 1.00 3.80 -0.94
C -2.57 -1.94 2.51
C 3.77 1.26 -1.01
C -1.27 -0.75 -2.69
C -3.48 -0.70 2.42
C -0.24 -1.33 -1.98
C -1.75 -1.54 -0.02
C 1.89 2.65 -0.51
C -2.58 -0.70 -2.17
C -0.32 -2.36 1.41
C 3.46 0.51 0.12
C 2.96 2.34 -1.35
C 2.55 0.97 1.03
C 1.70 2.03 0.71
C -2.78 -1.06 -0.85
H 1.17 4.85 -0.67
H -4.22 -0.92 1.67
H 0.92 3.79 -2.00
H -3.11 -2.88 2.45
H 0.00 3.60 -0.56
H -1.17 -0.33 -3.68
H -3.39 -0.25 -2.71
H 4.35 -1.10 -0.36
H 0.26 -2.65 2.27
H 0.70 -1.55 -2.47
H -2.97 0.19 2.08
H 2.41 0.55 2.01
H 3.31 3.05 -2.08
H -3.80 -1.17 -0.53
H 4.53 0.85 -1.66
H -3.94 -0.56 3.39
H 1.34 -2.43 0.07
H -2.03 -1.90 3.45
H 0.87 2.26 1.34
*
```

- HOMO energy: -0.283 Eh
- Strongest force on any atom: 0.0480 Eh/bohr
- Energy above the lowest of the compared OMol25 structures with the same formula, charge and spin: 192.39 kJ/mol
- Frontier orbital gap: 0.305 hartree
- SMILES: CCc1c[nH]c2ccccc12.Cc1ccc(O)cc1

# 2
This record from OMol25 describes 2 unconnected molecules or ions with the total composition C17H19NO in a non-equilibrium geometry. The level of theory is ωB97M-V with the def2-TZVPD basis set.

```
! RIJCOSX wB97M-V def2-TZVPD def2/J DEFGRID3
* xyz 0 1
O 3.72 1.82 2.10
N -1.28 -3.34 1.62
C 1.15 -3.00 1.17
C -0.52 2.38 -1.69
C -2.04 2.24 -1.29
C 1.59 -1.19 -0.40
C 1.46 1.37 1.53
C -0.19 -2.85 0.91
C 0.32 1.41 0.63
C 0.31 -1.37 -0.93
C 2.74 2.84 0.14
C 0.46 2.24 -0.50
C -0.57 -2.10 -0.23
C -3.03 -1.69 -1.24
C -2.41 -2.90 0.95
C -2.05 -2.26 -0.25
C 2.71 2.07 1.23
C 1.65 2.88 -0.70
C 2.07 -2.17 0.48
H 0.03 -0.63 -1.63
H 3.65 1.69 3.05
H -3.41 -3.33 1.45
H -2.94 -0.64 -0.99
H 2.27 -0.37 -0.67
H -0.43 3.40 -2.09
H -2.80 -1.93 -2.28
H -4.15 -1.76 -0.96
H -0.45 1.73 -2.45
H -2.62 1.73 -1.99
H -2.10 1.50 -0.40
H -1.30 -3.61 2.63
H 3.07 -2.07 0.75
H 1.33 1.04 2.53
H 1.72 3.36 -1.77
H 1.44 -3.74 1.84
H -2.49 3.14 -0.92
H 3.53 3.34 -0.38
H -0.47 0.80 0.77
*
```

- HOMO energy: -0.280 Eh
- Strongest force on any atom: 0.1104 Eh/bohr
- Energy above the lowest of the compared OMol25 structures with the same formula, charge and spin: 430.25 kJ/mol
- Frontier orbital gap: 0.308 hartree
- SMILES: Cc1c[nH]c2ccccc12.CCc1ccc(O)cc1

# 3
This record from OMol25 describes a single C17H19NO4S molecule in a non-equilibrium geometry. The level of theory is ωB97M-V with the def2-TZVPD basis set.

```
! RIJCOSX wB97M-V def2-TZVPD def2/J DEFGRID3
* xyz 0 1
S -0.29 -0.78 -1.86
O -1.57 -0.66 -2.47
O 0.53 5.48 -2.81
O 0.66 -1.69 -2.43
O -1.37 4.36 -3.17
N -0.47 -1.21 -0.25
C -2.21 0.40 0.18
C 2.44 2.15 -1.29
C 2.07 -3.65 2.55
C 1.80 0.92 -1.32
C -3.91 -0.02 1.82
C -0.14 1.94 -2.31
C -3.35 0.79 0.85
C -0.22 4.37 -2.80
C 1.79 3.28 -1.76
C -1.61 -0.83 0.45
C 0.51 -2.10 0.34
C 1.18 -1.48 1.56
C -3.31 -1.24 2.10
C 0.51 0.83 -1.82
C 2.41 -2.26 2.02
C 0.50 3.18 -2.28
C -2.18 -1.64 1.43
H 1.33 -3.58 3.34
H 0.01 6.22 -3.16
H 0.46 -1.41 2.38
H 2.29 0.02 -0.99
H 2.91 -1.69 2.81
H -4.80 0.28 2.34
H 2.28 4.24 -1.74
H -1.78 1.05 -0.57
H 0.04 -3.06 0.60
H -1.14 1.85 -2.72
H 1.48 -0.45 1.31
H 1.24 -2.30 -0.45
H -3.74 -1.89 2.86
H -3.80 1.74 0.61
H 3.44 2.22 -0.91
H 3.11 -2.35 1.19
H 1.67 -4.28 1.76
H -1.74 -2.60 1.66
H 2.96 -4.13 2.95
*
```

- HOMO energy: -0.314 Eh
- Strongest force on any atom: 0.0246 Eh/bohr
- Energy above the lowest of the compared OMol25 structures with the same formula, charge and spin: 93.47 kJ/mol
- Frontier orbital gap: 0.312 hartree
- SMILES: CCCCN(c1ccccc1)S(=O)(=O)c1cccc(C(=O)O)c1

# 4
This record from OMol25 describes a single C17H19NO7 molecule. The level of theory is ωB97M-V with the def2-TZVPD basis set.

```
! RIJCOSX wB97M-V def2-TZVPD def2/J DEFGRID3
* xyz 0 1
O -1.53 -1.93 0.40
O 2.12 -1.28 -1.59
O 0.55 -3.82 -3.49
O -1.46 2.98 0.69
O 2.44 1.31 2.72
O 0.47 2.85 2.82
O 0.32 -0.42 -2.64
N 0.46 -3.33 -1.28
C 1.84 0.43 0.54
C 1.64 1.25 1.63
C -0.15 1.33 -0.49
C 2.17 -2.27 -2.60
C 1.08 -0.41 -1.69
C -0.89 -3.81 -1.03
C 3.58 0.48 2.76
C 0.95 0.47 -0.52
C 0.53 2.13 1.68
C -2.80 -2.07 -1.43
C 0.96 -3.21 -2.53
C -2.40 -0.91 0.42
C -0.38 2.15 0.60
C -0.43 3.93 2.97
C -3.21 -0.94 -0.67
C -2.34 3.05 -0.41
C -1.78 -2.64 -0.73
H 0.85 -2.75 -0.55
H -3.21 -2.40 -2.36
H -1.83 3.39 -1.32
H -0.31 4.67 2.17
H -4.00 -0.26 -0.92
H 3.30 -0.58 2.73
H -0.87 -4.50 -0.18
H -2.82 2.08 -0.60
H 4.27 0.69 1.94
H -1.47 3.60 3.00
H -3.10 3.77 -0.13
H 2.68 -0.24 0.49
H -0.17 4.39 3.93
H 2.18 -1.82 -3.60
H 4.07 0.69 3.71
H -1.23 -4.32 -1.93
H -0.81 1.31 -1.34
H 3.10 -2.82 -2.43
H -2.34 -0.24 1.25
*
```

- HOMO energy: -0.304 Eh
- Strongest force on any atom: 0.0193 Eh/bohr
- Energy above the lowest of the compared OMol25 structures with the same formula, charge and spin: 156.09 kJ/mol
- Frontier orbital gap: 0.324 hartree
- SMILES: COc1cc(C(=O)OCC(=O)NCc2ccco2)cc(OC)c1OC

# 5
This record from OMol25 describes 2 unconnected molecules or ions with the total composition C17H20B2F4N5O7PS in a non-equilibrium geometry. The level of theory is ωB97M-V with the def2-TZVPD basis set.

```
! RIJCOSX wB97M-V def2-TZVPD def2/J DEFGRID3
* xyz 0 1
S -0.77 -2.84 -2.47
P 2.43 0.57 -2.48
F 1.38 0.50 3.49
F 3.17 1.39 2.61
F 1.35 2.61 2.90
F -2.66 1.27 1.68
O 2.80 -1.26 1.34
O 1.98 -2.17 -0.74
O -0.68 -3.29 0.77
O 5.99 -0.93 1.27
O 1.78 -0.74 -3.30
O -0.09 2.43 -3.34
O 2.46 2.84 0.35
N 1.67 1.76 0.05
N 2.80 1.76 -3.74
N 4.76 1.99 -0.07
N -0.72 -0.11 -1.93
N 1.39 4.01 -2.16
C -1.13 -2.27 1.24
C -0.09 0.49 -0.74
C 1.34 0.98 1.07
C -2.68 -2.37 1.55
C -1.24 1.58 -0.37
C -0.31 -1.00 1.61
C 0.52 -0.26 0.49
C 3.74 2.51 -0.10
C -4.92 -3.07 0.58
C -0.94 -1.33 -1.94
C -3.27 -2.00 2.84
C 1.79 1.35 2.50
C -4.72 -2.17 3.00
C -3.47 -2.91 0.41
C -2.51 0.89 0.33
C -5.49 -2.71 1.88
C 1.14 1.37 -1.30
B 0.81 2.66 -2.26
B 1.80 -1.28 0.33
H -0.95 -0.33 2.26
H -2.98 -3.19 -0.56
H -3.47 1.19 -0.18
H 2.32 -0.94 -4.09
H 0.91 4.62 -1.50
H -2.57 -1.63 3.62
H 2.44 -2.94 -0.35
H -5.19 -1.88 3.98
H 3.63 -1.61 0.94
H 0.48 -1.39 2.34
H -0.83 2.39 0.29
H -5.50 -3.48 -0.28
H 2.40 4.00 -2.01
H -1.72 1.98 -1.30
H 5.60 -0.07 1.11
H -0.89 2.98 -3.21
H 3.74 1.51 -4.04
H 2.19 1.53 -4.54
H -2.40 -0.20 0.14
H -6.59 -2.84 2.03
*
```

- HOMO energy: -0.206 Eh
- Strongest force on any atom: 0.0690 Eh/bohr
- Frontier orbital gap: 0.109 hartree

# 6
This record from OMol25 describes a molecular structure, C17H20Cl4O3V in a non-equilibrium geometry. The level of theory is ωB97M-V with the def2-TZVPD basis set.

```
! RIJCOSX wB97M-V def2-TZVPD def2/J DEFGRID3
* xyz -2 2
V 1.85 -0.22 -0.93
Cl 1.89 1.91 0.48
Cl 3.48 -1.07 2.75
Cl -0.67 -0.08 -0.46
Cl -6.27 1.16 6.81
O -3.90 1.20 0.67
O -4.05 -1.08 1.05
O 1.12 -2.10 0.70
C -4.68 0.40 2.69
C 2.52 2.42 -2.93
C 2.20 -1.29 -2.60
C 3.80 -1.96 -0.84
C -6.05 0.52 2.87
C 1.48 -2.57 -2.58
C -4.13 0.14 1.26
C -5.65 0.86 5.23
C 3.60 0.39 -1.76
C -3.79 0.47 3.75
C 4.59 1.06 -0.89
C 3.42 -1.08 -1.84
C 1.67 -0.02 -2.99
C 0.39 0.22 -3.72
C -6.55 0.78 4.15
C 2.54 1.00 -2.49
C -4.27 0.73 5.04
H -3.60 0.80 5.89
H -7.63 0.88 4.30
H 2.66 3.09 -2.08
H 4.93 0.37 -0.10
H -0.38 -0.50 -3.42
H 0.01 1.22 -3.52
H 2.05 -3.35 -3.09
H 3.33 2.62 -3.65
H 0.50 -2.48 -3.04
H 3.37 -2.96 -0.78
H -2.72 0.35 3.58
H 1.58 2.67 -3.43
H -6.72 0.43 2.02
H 0.24 -1.73 0.89
H 4.17 1.93 -0.37
H 5.45 1.42 -1.47
H 1.32 -2.94 -1.56
H 1.66 -2.04 1.54
H 0.51 0.14 -4.81
H 4.71 -1.71 -0.32
*
```

- HOMO energy (spin up / spin down): -0.081 / -0.081 Eh
- Strongest force on any atom: 0.1862 Eh/bohr
- Energy above the lowest of the compared OMol25 structures with the same formula, charge and spin: 0.00 kJ/mol
- Frontier orbital gap (spin up / spin down): 0.220 / 0.228 hartree
- Expectation value of S²: 1.10

The highest strongest force on any atom belongs to which entry? C17H20Cl4O3V

The highest strongest force on any atom belongs to which entry? C17H20Cl4O3V

Copy entry 4 word for word.
This record from OMol25 describes a single C17H19NO7 molecule. The level of theory is ωB97M-V with the def2-TZVPD basis set.

```
! RIJCOSX wB97M-V def2-TZVPD def2/J DEFGRID3
* xyz 0 1
O -1.53 -1.93 0.40
O 2.12 -1.28 -1.59
O 0.55 -3.82 -3.49
O -1.46 2.98 0.69
O 2.44 1.31 2.72
O 0.47 2.85 2.82
O 0.32 -0.42 -2.64
N 0.46 -3.33 -1.28
C 1.84 0.43 0.54
C 1.64 1.25 1.63
C -0.15 1.33 -0.49
C 2.17 -2.27 -2.60
C 1.08 -0.41 -1.69
C -0.89 -3.81 -1.03
C 3.58 0.48 2.76
C 0.95 0.47 -0.52
C 0.53 2.13 1.68
C -2.80 -2.07 -1.43
C 0.96 -3.21 -2.53
C -2.40 -0.91 0.42
C -0.38 2.15 0.60
C -0.43 3.93 2.97
C -3.21 -0.94 -0.67
C -2.34 3.05 -0.41
C -1.78 -2.64 -0.73
H 0.85 -2.75 -0.55
H -3.21 -2.40 -2.36
H -1.83 3.39 -1.32
H -0.31 4.67 2.17
H -4.00 -0.26 -0.92
H 3.30 -0.58 2.73
H -0.87 -4.50 -0.18
H -2.82 2.08 -0.60
H 4.27 0.69 1.94
H -1.47 3.60 3.00
H -3.10 3.77 -0.13
H 2.68 -0.24 0.49
H -0.17 4.39 3.93
H 2.18 -1.82 -3.60
H 4.07 0.69 3.71
H -1.23 -4.32 -1.93
H -0.81 1.31 -1.34
H 3.10 -2.82 -2.43
H -2.34 -0.24 1.25
*
```

- HOMO energy: -0.304 Eh
- Strongest force on any atom: 0.0193 Eh/bohr
- Energy above the lowest of the compared OMol25 structures with the same formula, charge and spin: 156.09 kJ/mol
- Frontier orbital gap: 0.324 hartree
- SMILES: COc1cc(C(=O)OCC(=O)NCc2ccco2)cc(OC)c1OC

Copy entry 1 word for word.
This record from OMol25 describes 2 unconnected molecules or ions with the total composition C17H19NO in a non-equilibrium geometry. The level of theory is ωB97M-V with the def2-TZVPD basis set.

```
! RIJCOSX wB97M-V def2-TZVPD def2/J DEFGRID3
* xyz 0 1
O 4.23 -0.60 0.42
N 0.36 -2.31 0.23
C -0.54 -1.74 -0.68
C -1.61 -1.94 1.35
C 1.00 3.80 -0.94
C -2.57 -1.94 2.51
C 3.77 1.26 -1.01
C -1.27 -0.75 -2.69
C -3.48 -0.70 2.42
C -0.24 -1.33 -1.98
C -1.75 -1.54 -0.02
C 1.89 2.65 -0.51
C -2.58 -0.70 -2.17
C -0.32 -2.36 1.41
C 3.46 0.51 0.12
C 2.96 2.34 -1.35
C 2.55 0.97 1.03
C 1.70 2.03 0.71
C -2.78 -1.06 -0.85
H 1.17 4.85 -0.67
H -4.22 -0.92 1.67
H 0.92 3.79 -2.00
H -3.11 -2.88 2.45
H 0.00 3.60 -0.56
H -1.17 -0.33 -3.68
H -3.39 -0.25 -2.71
H 4.35 -1.10 -0.36
H 0.26 -2.65 2.27
H 0.70 -1.55 -2.47
H -2.97 0.19 2.08
H 2.41 0.55 2.01
H 3.31 3.05 -2.08
H -3.80 -1.17 -0.53
H 4.53 0.85 -1.66
H -3.94 -0.56 3.39
H 1.34 -2.43 0.07
H -2.03 -1.90 3.45
H 0.87 2.26 1.34
*
```

- HOMO energy: -0.283 Eh
- Strongest force on any atom: 0.0480 Eh/bohr
- Energy above the lowest of the compared OMol25 structures with the same formula, charge and spin: 192.39 kJ/mol
- Frontier orbital gap: 0.305 hartree
- SMILES: CCc1c[nH]c2ccccc12.Cc1ccc(O)cc1